Entry 1:
88
Properties=species:S:1:pos:R:3:forces:R:3 method="wB97M-V/def2-TZVPD" homo_energy_ev=-4.19 e_tot_ha=-6692.173785 charge=-1 lumo_energy_ha=-0.1043
I 0.59795 -3.92567 2.48602 -0.298 -0.573 -0.495
K -7.18065 0.03856 4.41818 -1.288 0.625 -0.227
Cl 4.76452 3.20605 -2.15155 -0.026 0.241 -0.227
Cl 1.77177 2.72686 -3.73147 0.003 -0.011 0.011
S 6.90534 -3.25073 4.26924 2.315 -2.145 -2.250
S 4.71843 -2.43371 5.43104 -3.247 0.306 0.707
P -8.60630 3.20340 0.80499 0.034 -0.465 0.617
P 3.79985 -4.45994 -1.53456 0.364 3.455 1.675
F 3.33603 -3.43066 -0.39668 -3.446 0.727 -0.974
F 5.11602 -3.61076 -1.22006 2.239 -0.516 -1.143
F 4.17690 -4.28951 -3.08523 1.780 -0.723 -1.477
F 4.22424 -2.13240 3.94758 0.293 -0.008 0.008
F 2.99524 -5.58512 -0.71238 -2.119 -0.773 0.792
F 0.62040 0.68650 3.89082 -1.553 1.511 -2.404
F 8.44105 -2.80827 4.38898 -0.252 0.507 0.616
F 0.41899 2.64344 2.74618 -1.000 -3.198 -0.252
F 4.33046 -3.68779 1.27695 0.829 -0.474 1.937
F 4.77434 -5.75729 -1.54960 3.402 -3.197 -1.211
F -1.42251 1.43066 3.20618 2.820 -0.402 -1.117
F 2.39634 -4.11878 -2.25023 -3.292 0.170 -0.007
O 7.00431 -4.65341 4.60534 -0.650 1.116 0.239
O -6.55403 6.71734 -6.00026 -0.213 -0.146 0.102
O -10.13334 3.30367 0.74199 0.462 -0.229 -0.446
O -8.02366 3.27226 -0.60912 -0.315 0.504 0.664
O -4.40330 -1.47469 0.96051 2.030 0.263 1.913
O -8.05959 4.37099 1.63157 0.280 -0.240 -0.452
O 4.07543 -1.36083 6.16289 1.428 -0.485 -0.173
O -3.55155 0.57584 1.49756 -0.075 -4.551 0.633
O 2.98768 -0.23075 -2.85114 -0.371 0.425 4.284
O 4.16840 -3.74565 5.68649 1.063 0.612 -0.173
O 6.64558 -2.94185 2.88234 -0.304 0.243 1.291
O -8.21052 1.87498 1.45698 -0.078 -0.102 0.617
O 2.31062 3.05820 0.75595 -0.548 -3.783 -0.044
O -9.48725 3.63072 -2.83840 -0.014 0.207 -0.563
N 6.28149 -2.28814 5.34824 -0.569 -0.031 -0.100
N 6.91873 -0.15694 1.44875 -3.008 1.307 1.854
C 3.65238 4.46300 -2.75210 -0.027 0.183 -0.057
C -0.04415 1.32511 2.77952 0.232 0.171 2.078
C 2.46465 1.82310 0.64405 2.165 1.669 -0.362
C 0.18395 0.43204 1.50718 0.742 -1.942 -3.853
C -9.33500 4.82694 -4.85706 0.011 0.219 -0.350
C -0.55081 -4.31345 -0.48118 -1.124 -0.785 1.058
C -6.70630 5.51982 -3.97948 -0.161 -0.152 0.140
C 5.20622 1.79286 1.38534 -1.180 -1.448 0.582
C -1.43776 -2.97770 -0.46999 1.093 0.903 -0.724
C 0.70771 -1.47694 -1.06656 -0.902 2.987 4.115
C -7.44265 4.74184 -3.18328 0.487 0.180 0.002
C -8.81372 4.33716 -3.56195 -0.236 -0.341 0.468
C -8.59826 5.60425 -5.65175 -0.315 -0.167 0.037
C -3.35647 -0.67203 1.50863 0.080 3.416 -0.691
C -0.72983 -0.80112 1.15577 1.299 0.135 -1.674
C 4.18625 0.45348 -0.71944 -0.850 1.819 2.843
C 2.19883 4.05407 -2.62280 -0.011 0.190 0.143
C -7.22762 6.00863 -5.27286 0.378 0.244 -0.121
C 1.62227 -0.29338 -0.70589 -1.825 -0.624 0.847
C 5.83844 0.40781 1.95399 1.493 -0.680 -0.766
C 1.38622 0.67284 0.52457 -2.187 -2.264 -0.383
C 3.99600 1.33126 0.42345 -0.623 -2.627 -2.797
C 2.93772 -0.03374 -1.62172 0.845 -0.026 -0.461
C -0.47574 -5.05587 0.96138 0.210 -0.837 -1.550
C -0.50671 -1.71692 -0.08807 1.995 2.122 0.261
C -1.98089 -1.24680 2.08430 0.408 -1.159 -0.241
Be -0.01461 -4.19400 -2.85627 0.038 -0.149 -1.398
Li -4.59635 -0.36373 3.47564 1.230 0.370 -0.889
Li 5.14410 -7.74548 -1.67913 -0.318 1.500 0.289
H -8.96528 5.97166 -6.60232 0.048 0.017 0.001
H 0.87754 -2.16927 -1.96446 -0.061 1.360 1.451
H 5.28441 -0.12287 2.81798 0.549 1.078 -1.387
H 1.96046 3.73623 -1.60619 0.120 0.001 -0.133
H 5.97681 2.45278 0.86842 -1.113 -0.988 0.623
H -2.39288 -3.06339 0.14488 1.498 -0.090 -0.660
H 3.91774 4.68174 -3.78822 -0.076 -0.127 0.105
H 0.14455 -6.01320 0.76753 -1.023 1.589 0.606
H 7.03239 -1.03380 2.01047 0.051 0.523 -0.724
H 0.49743 -4.15726 -0.94490 -1.323 -0.017 1.376
H -4.23860 -2.41912 1.19241 0.077 0.702 -0.466
H -1.52376 -5.36509 1.32874 1.673 0.659 -0.547
H -1.07119 -5.08009 -1.18311 0.616 1.126 1.127
H 1.55326 4.89781 -2.87565 0.125 -0.036 -0.018
H -1.78553 -0.95110 3.18712 -0.554 -0.101 -1.881
H -5.70123 5.82634 -3.71788 -0.009 0.013 -0.040
H 4.70761 2.31761 2.28838 0.998 -0.576 -1.563
H -10.34016 4.52081 -5.11938 0.001 -0.018 0.041
H -1.78628 -2.78063 -1.55943 0.549 -0.279 1.647
H -7.07593 4.37466 -2.23332 -0.140 -0.010 -0.049
H 3.83874 5.35915 -2.15674 -0.097 -0.106 0.013
H 5.26302 0.12114 -0.90405 -1.776 0.331 -0.203
H -2.02837 -2.40371 2.10128 0.238 1.874 -0.090

---

Entry 2:
64
Properties=species:S:1:pos:R:3:forces:R:3 method="wB97M-V/def2-TZVPD" homo_energy_ev="-13.46 / -14.29" e_tot_ha=-4793.498100 s_squared=6.09 charge=+2 spin_multiplicity=5 lumo_energy_ha="-0.2174 / -0.3419"
Pt -0.81013 -0.29668 -0.53429 -0.523 0.250 -0.613
Br -3.53339 -2.49740 0.05348 -0.118 -0.201 0.012
S 1.20529 2.39342 -0.55418 0.780 -0.164 0.075
O 1.90178 1.36415 -1.29557 -0.306 0.341 0.328
O 1.36476 3.74960 -0.96568 -0.071 0.224 0.168
N -0.78986 -2.74879 -0.16960 -0.547 0.095 0.009
N 0.21720 -0.90105 -2.18207 0.430 0.403 -0.229
N -0.39067 1.93637 -0.66989 -0.253 -0.719 0.109
N 3.95439 0.25219 -2.93405 0.069 0.196 0.009
N -2.56120 -1.02305 3.30426 -0.919 -0.891 0.319
N 2.43870 -1.52280 -2.85956 0.959 -0.823 -0.226
N -1.54240 -0.07948 1.34110 -0.140 -0.188 0.659
N -2.66474 0.76813 -1.47934 0.916 -0.479 0.472
N -2.73828 -1.31449 5.71076 -0.184 -0.193 1.242
N 4.60738 -1.94126 -3.29530 0.242 0.151 -0.094
C 1.61058 2.17595 1.15451 -0.264 0.114 -0.689
C -3.89449 2.80889 -1.22573 0.517 -0.550 0.049
C 2.49597 3.05110 3.18297 -0.057 -0.201 0.019
C -1.99328 -0.51796 2.34198 0.625 0.877 -1.016
C -4.94335 0.85029 -2.14338 0.043 0.156 0.019
C 1.57148 0.89812 1.68492 0.059 -0.279 -0.105
C -2.69909 2.05895 -1.11403 -0.864 0.282 -0.221
C 1.99551 0.70223 2.98394 0.021 0.149 -0.041
C -1.92158 -3.42778 -0.30102 0.234 -0.052 0.070
C -2.70271 4.77434 -0.43837 0.117 0.131 0.094
C -1.97340 -4.76638 -0.65066 -0.084 0.145 0.013
C -0.77663 -5.41164 -0.90060 0.072 0.295 0.018
C 1.73626 -5.36881 -1.09036 0.078 -0.037 -0.081
C 0.42963 -4.72200 -0.77486 -0.252 0.104 0.135
C 2.46098 1.77474 3.74869 -0.092 0.094 -0.195
C -1.47032 2.70160 -0.69400 0.439 0.056 -0.039
C -1.50626 4.07744 -0.38113 -0.212 0.328 -0.074
C 2.94365 1.55502 5.14078 0.146 0.067 0.188
C 1.34353 -1.05536 -2.48505 -1.190 -0.002 0.116
C 2.06885 3.25736 1.88548 0.004 0.134 -0.083
C -3.87961 4.16931 -0.84004 0.061 0.121 0.102
C 3.66537 -1.03796 -3.02687 -0.288 0.119 0.054
C -3.71856 0.18633 -2.00838 -0.304 -0.031 -0.164
C -2.64857 -1.15011 4.57068 0.466 0.433 -0.766
C -5.03693 2.15459 -1.72659 0.141 -0.040 -0.005
C 0.35923 -3.39220 -0.38005 0.032 -0.311 -0.100
H 3.24157 0.90090 -2.60951 0.163 -0.142 -0.028
H -0.78298 -6.44908 -1.19793 0.029 -0.124 -0.023
H 5.55864 -1.68084 -3.49314 -0.026 0.021 0.001
H 2.12012 4.22717 1.41617 0.005 0.160 0.030
H 4.89671 0.59309 -3.04483 -0.077 -0.053 0.000
H 1.98755 -5.18339 -2.13617 0.060 -0.026 -0.009
H -0.58422 4.56769 -0.10862 -0.058 0.073 0.043
H 4.03300 1.62729 5.17148 -0.006 -0.087 0.035
H 4.34545 -2.90606 -3.40670 -0.083 0.076 -0.011
H 2.00907 -0.28775 3.41304 -0.072 -0.139 0.033
H -5.96476 2.70205 -1.80203 -0.109 0.016 -0.023
H -5.79289 0.33597 -2.56432 -0.019 -0.057 -0.051
H 2.56271 2.32603 5.80842 -0.046 -0.017 0.056
H -2.92388 -5.27097 -0.73595 -0.005 -0.030 0.012
H -3.59945 -0.83406 -2.34648 0.001 -0.002 0.102
H 1.24339 0.07099 1.05493 0.188 0.051 0.253
H 2.53706 -4.97300 -0.47081 0.074 -0.010 0.031
H 1.26228 -2.81445 -0.22853 0.067 0.035 -0.089
H 1.67636 -6.44477 -0.95087 0.079 -0.051 0.033
H -2.71846 5.81944 -0.16752 0.038 0.055 0.023
H -4.80307 4.72966 -0.85902 -0.044 0.077 -0.069
H 2.64327 0.57895 5.51456 0.058 0.003 0.067
H 2.87739 3.88025 3.76092 0.001 0.066 0.045

---

Entry 3:
62
Properties=species:S:1:pos:R:3:forces:R:3 method="wB97M-V/def2-TZVPD" homo_energy_ev="-14.05 / -14.04" e_tot_ha=-5028.187710 s_squared=6.03 charge=+2 spin_multiplicity=5 relative_energy_ev=0.213 lumo_energy_ha="-0.2806 / -0.3204"
Ru -0.06013 -0.19273 -0.28967 -0.483 0.067 -0.168
Br 1.04715 2.72100 6.52706 0.005 0.006 0.009
S -0.53960 -2.25432 -2.00092 0.037 0.139 0.031
P 2.27799 -0.03275 -0.82143 0.107 -0.107 0.161
O 0.34452 0.82094 1.41996 0.137 0.179 0.155
O 0.10318 -1.31277 1.54188 -0.070 -0.038 0.411
O 0.77119 -2.69006 -1.05993 -0.031 -0.042 -0.068
O -1.81179 0.80898 -0.16610 -0.054 0.139 -0.323
O -0.08559 -0.78929 -2.27994 -0.017 -0.017 0.129
O -1.49003 -2.06104 -0.87949 0.028 -0.168 -0.086
N -3.26192 2.22496 -1.13504 -0.030 -0.053 -0.009
N 0.38150 -1.25689 5.72566 0.013 0.126 -0.074
N -3.61881 -0.05620 -1.23738 -0.016 0.046 -0.059
C 4.03145 1.58667 2.44883 -0.032 0.010 -0.058
C 1.56944 3.12984 -3.28331 0.035 -0.013 0.006
C 0.59808 1.10643 4.23072 0.009 -0.165 0.114
C 0.71980 1.12104 5.60442 -0.017 -0.002 -0.191
C 0.60230 -0.08097 6.30527 0.017 -0.025 0.139
C 4.09804 -1.60580 -2.16398 -0.009 0.007 -0.010
C 3.74521 1.93298 -2.03042 0.013 0.055 0.041
C -2.89110 0.98498 -0.85619 -0.005 -0.091 0.112
C 4.35816 0.45567 3.18581 0.012 -0.042 0.022
C 3.48887 -0.96034 1.45249 0.015 -0.026 -0.022
C 3.42277 1.45517 1.21151 -0.045 0.031 0.076
C 3.16062 0.17794 0.70809 0.109 -0.044 -0.039
C -4.49788 2.57609 -1.82612 0.013 0.012 0.031
C 2.84769 3.63859 -3.46210 -0.003 0.009 -0.007
C 2.47341 -3.87300 -2.25372 0.116 0.059 -0.039
C 3.74584 -3.89583 -2.80733 -0.022 -0.017 0.011
C 4.55568 -2.76895 -2.75983 -0.010 0.024 0.006
C 0.26391 -1.27920 4.40688 -0.032 -0.171 -0.032
C 3.93478 3.04129 -2.83687 -0.019 -0.023 0.012
C 0.26173 -0.22614 2.18242 0.158 -0.126 -0.186
C 4.08561 -0.81545 2.69211 0.012 0.026 0.022
C 2.45893 1.40672 -1.86221 0.188 0.013 0.054
C 2.02830 -2.70618 -1.66588 -0.090 0.049 0.072
C 0.36402 -0.13198 3.62262 0.077 0.218 0.007
C 1.37190 2.01123 -2.48944 -0.122 0.013 -0.116
C 2.81709 -1.55930 -1.60870 0.017 -0.047 -0.107
H 4.83471 0.56435 4.15109 0.001 0.000 0.006
H 4.74512 -0.73923 -2.13095 -0.011 0.019 0.000
H 4.25167 2.57103 2.83838 0.001 0.011 -0.001
H -4.53778 2.09376 -2.80274 -0.011 0.009 -0.005
H 0.36728 1.61454 -2.39840 0.041 -0.042 0.024
H 0.69514 -0.08458 7.38560 -0.002 0.008 -0.012
H 4.10935 -4.80289 -3.27032 0.000 -0.005 -0.002
H 5.54926 -2.79621 -3.18399 0.009 0.000 -0.005
H -5.37036 2.30133 -1.23236 -0.013 -0.007 -0.014
H -3.28383 -0.98413 -1.02353 0.014 -0.014 0.026
H 1.83780 -4.74750 -2.26226 -0.024 -0.004 0.006
H 2.99921 4.50679 -4.08892 -0.003 0.006 -0.003
H 4.34868 -1.69026 3.27067 -0.001 -0.011 -0.006
H 3.28544 -1.95168 1.06547 -0.004 0.002 -0.013
H -4.51022 3.65042 -1.97853 -0.009 -0.004 -0.005
H 3.15327 2.33766 0.64601 -0.001 -0.001 -0.004
H -4.50421 0.05336 -1.70291 0.014 0.005 0.002
H 4.92945 3.44339 -2.96935 0.008 0.006 -0.007
H 0.68585 2.01018 3.64420 -0.007 0.014 -0.005
H 0.08428 -2.24407 3.94634 -0.003 0.015 -0.010
H 4.59482 1.50076 -1.51613 -0.012 -0.024 -0.005
H -2.69302 2.95048 -0.72971 0.009 0.004 0.008
H 0.72640 3.59808 -3.77170 -0.009 0.002 -0.005

---

Q: Which of these has the lowest charge?
A: C26H23BeCl2F12IKLi2N2O14P2S2

---

Q: What is the charge in the third record?
A: +2